36
Properties=species:S:1:pos:R:3:forces:R:3:nbo_charge:R:1 method="wB97M-V/def2-TZVPD" relative_energy_kcal_mol=68.6 homo_ev=-9.672 max_force_ev_per_a=6.7 smiles="N[C@@H](Cc1c[nH]cn1)C(=O)N[C@@H](CCC(=O)O)C(=O)O" mol_weight_g_mol=284.272 orbital_gap_ev=9.740
N 1.28210 2.29325 -1.70733 -1.8984 -0.6118 2.3129 -0.793
C 0.35744 1.62575 -0.62110 1.8434 -2.8231 -1.8132 -0.142
C 1.20403 1.17169 0.67138 0.0622 -0.9502 -1.7245 -0.440
C 2.32566 0.14234 0.36140 0.8512 -0.8126 -1.1696 0.115
C 3.66513 0.42543 0.36280 -1.5861 0.4135 0.1065 -0.077
N 4.34677 -0.66264 -0.07031 1.0564 0.6169 -0.1967 -0.495
C 3.49755 -1.63369 -0.44552 -1.9293 1.1508 1.8953 0.192
N 2.27925 -1.18404 -0.16182 -1.7367 0.3595 0.3593 -0.518
C -0.83408 2.31978 -0.15250 -2.4869 2.1617 -0.0281 0.645
O -0.82956 3.52708 -0.00495 0.4134 0.5812 0.1785 -0.607
N -2.01745 1.64452 0.02208 0.6038 -2.5468 0.0192 -0.628
C -2.27042 0.22281 -0.05545 0.0167 -0.9432 -0.0301 -0.161
C -2.00269 -0.67984 1.22674 1.8656 3.1364 -1.7759 -0.406
C -1.02535 -1.77293 1.02874 1.8969 -0.7393 -0.1926 -0.522
C -0.95098 -2.40177 -0.34679 -6.1772 -2.6183 0.0218 0.794
O -2.04359 -2.95895 -0.74286 2.8988 1.7746 0.6453 -0.695
O 0.09086 -2.38859 -1.06134 2.8158 0.7706 0.8770 -0.665
C -3.79096 0.02975 -0.35597 -1.5245 4.4096 1.9397 0.785
O -4.66047 0.88402 -0.05699 2.7395 -1.7371 -1.0668 -0.615
O -4.08091 -1.12529 -0.80112 -2.3492 -0.3351 -0.7913 -0.628
H 2.12249 2.34804 -1.17042 1.0537 0.4878 -0.1521 0.338
H 0.95351 3.24518 -1.83234 -0.0072 0.1833 0.1032 0.377
H 0.00543 0.78680 -1.25728 0.2024 -0.1936 1.0442 0.215
H 0.61261 0.87189 1.54903 -0.1703 -0.0479 -0.5763 0.239
H 1.65500 2.11766 0.92872 0.5598 0.1754 0.4511 0.236
H 4.07134 1.39646 0.51030 0.7688 0.2535 0.3117 0.223
H 5.33452 -0.58450 -0.12404 0.7408 -0.6610 -0.3226 0.425
H 3.65207 -2.69187 -0.56819 0.5745 0.1437 -0.5412 0.232
H -2.95015 1.95985 0.20949 -0.1062 2.1237 0.2871 0.446
H -1.72528 -0.28306 -0.86774 -0.1452 0.5373 -0.0393 0.211
H -2.88901 -1.03088 1.56639 -2.8567 -1.3893 0.8767 0.215
H -1.64961 -0.08140 2.05353 0.1618 0.5774 0.1273 0.230
H 0.02683 -1.49000 1.12899 -0.1941 0.4755 1.1724 0.199
H -1.37964 -2.43151 1.82622 0.9797 -0.9052 -0.4686 0.257
H 0.96657 -1.96802 -0.49526 -0.8858 -0.2018 -1.4635 0.507
H -3.34907 -1.64327 -0.54648 1.9487 -2.8161 -0.3764 0.509